Model i:
C2H2N4O2 | wB97M-V/def2-TZVPD

Atoms and positions in Å:
C 0.55 -0.44 -0.69
C -0.78 0.13 1.37
H 1.04 -1.75 0.40
H -1.41 0.86 1.53
N 1.08 -1.54 -0.56
N -0.18 1.40 -1.76
N -0.44 1.48 -0.49
N 0.20 0.50 0.24
O 0.47 0.17 -2.05
O -0.53 -0.80 2.01

For the HOMO-LUMO gap, the calculation gives 10.33 eV. Its HOMO energy is -0.379 Ha. Its SMILES is [H]/N=c1/onnn1C=O. The total charge is 0.


Model ii:
C2H2N4O2 | wB97M-V/def2-TZVPD

Atoms and positions in Å:
C 1.23 -0.82 -0.09
C -0.50 0.91 0.03
H 1.72 0.92 -0.12
H 1.11 -2.00 -0.36
N 2.09 0.06 -0.12
N -0.18 -0.42 0.33
N -2.29 -0.33 -0.14
N -1.98 0.84 -0.28
O -1.24 -1.12 0.41
O 0.05 1.95 0.34

For the HOMO-LUMO gap, the calculation gives 9.76 eV. Its HOMO energy is -0.381 Ha. Its SMILES is [H]/N=C\n1onnc1=O. The total charge is 0.


Model iii:
C2H2N4O2 | wB97M-V/def2-TZVPD

Atoms and positions in Å:
C -0.85 0.30 -0.05
C 1.73 0.21 0.05
H -1.98 1.80 0.01
H 1.73 1.29 0.17
N -1.02 1.54 -0.03
N -1.79 -0.81 -0.07
N -1.17 -1.87 -0.02
N 0.42 -0.31 0.02
O 0.24 -1.65 0.04
O 2.71 -0.51 -0.12

For the HOMO-LUMO gap, the calculation gives 9.13 eV. Its HOMO energy is -0.368 Ha. Its SMILES is [H]/N=c1\nnon1C=O. The total charge is 0.


Stability comparison, relative energies in hartree: model i 0.0074; model ii 0.0515; model iii 0.0000


Model i:
C2H2N4O2 | wB97M-V/def2-TZVPD

Atoms and positions in Å:
C 1.80 0.22 -0.10
C -1.76 -0.31 -0.06
H 2.32 1.22 -0.04
H 0.11 -1.72 0.39
N 0.40 0.39 0.13
N -0.41 1.57 -0.07
N -1.59 1.18 -0.06
N -0.47 -0.67 0.06
O 2.30 -0.87 -0.13
O -2.70 -1.01 -0.12

For the HOMO-LUMO gap, the calculation gives 9.40 eV. Its HOMO energy is -0.369 Ha. Its SMILES is O=Cn1nnc(=O)[nH]1. The total charge is 0.


Model ii:
C2H2N4O2 | wB97M-V/def2-TZVPD

Atoms and positions in Å:
C 1.24 0.27 -0.07
C -1.33 0.20 0.04
H 2.76 -0.77 -0.05
H -2.80 -0.85 -0.03
N 0.64 -1.08 0.00
N -0.64 -1.00 0.27
N -2.54 0.16 -0.27
N 0.78 1.49 -0.02
O 2.52 0.11 -0.08
O -0.63 1.47 0.21

For the HOMO-LUMO gap, the calculation gives 8.19 eV. Its HOMO energy is -0.371 Ha. Its SMILES is [H]/N=c1\nnc(O)no1. The total charge is 0.


Stability comparison, relative energies in hartree: model i 0.0000; model ii 0.0565


Model i:
C24H45NO3P2Re | wB97M-V/def2-TZVPD

Atoms and positions in Å:
Re -0.60 0.02 -0.04
C -1.99 1.55 0.55
C -2.58 0.71 -0.47
C -2.08 -0.62 1.38
C -1.73 0.73 1.69
C -2.61 -0.64 0.05
C -1.85 3.03 0.57
H -1.48 3.42 -0.39
H -1.15 3.36 1.36
H -2.82 3.52 0.75
C -1.56 1.18 3.11
H -1.37 2.26 3.19
H -0.73 0.69 3.65
H -2.47 0.94 3.68
C -2.26 -1.69 2.41
H -3.28 -1.64 2.83
H -1.57 -1.58 3.26
H -2.13 -2.70 2.01
C -3.21 -1.87 -0.57
H -4.24 -1.67 -0.91
H -3.23 -2.70 0.16
H -2.62 -2.19 -1.44
C -3.13 1.19 -1.75
H -4.03 1.82 -1.58
H -3.42 0.34 -2.38
H -2.37 1.82 -2.25
C 1.51 0.61 -1.94
C 0.34 1.32 -2.07
C -0.24 1.46 -3.47
C -1.11 0.30 -3.97
C -1.16 -0.90 -3.07
C -0.05 -1.62 -2.81
C 1.24 -1.37 -3.57
C 2.11 -0.18 -3.07
H 0.57 1.61 -4.20
H -0.77 0.00 -4.98
H -0.81 2.40 -3.53
H 2.34 0.47 -3.93
H 2.17 0.73 -1.09
H 0.06 2.12 -1.37
H 3.09 -0.55 -2.75
H 1.84 -2.29 -3.54
H -0.05 -2.49 -2.15
H 1.03 -1.21 -4.64
H -2.13 0.66 -4.13
H -2.15 -1.27 -2.81
P 2.27 1.98 1.40
C 1.64 2.58 2.95
H 2.29 3.40 3.29
H 1.64 1.77 3.70
H 0.61 2.98 2.82
C 3.88 1.25 1.64
H 4.57 2.07 1.89
H 4.22 0.73 0.73
H 3.82 0.54 2.49
C 2.27 3.29 0.20
H 2.40 2.89 -0.81
H 3.08 4.00 0.42
H 1.31 3.82 0.24
P 0.73 -2.35 0.55
C -0.24 -3.84 0.03
H 0.43 -4.70 -0.13
H -0.81 -3.65 -0.90
H -0.97 -4.08 0.83
C 2.30 -2.30 -0.39
H 2.10 -1.99 -1.42
H 2.80 -3.28 -0.38
H 2.95 -1.55 0.08
C 1.27 -2.77 2.24
H 1.89 -3.68 2.25
H 0.39 -2.92 2.88
H 1.85 -1.93 2.67
O 1.86 -0.30 4.38
N 0.65 -0.41 4.69
O 0.17 -1.52 5.00
O 1.34 0.84 0.87

As for the expectation value of S²: 3.771. For the HOMO-LUMO gap (spin up / spin down), the calculation gives 7.49 / 5.44 eV. As for the spin multiplicity: 4. Its HOMO energy (spin up / spin down) is -0.503 / -0.513 Ha. The total charge is +2.


Model ii:
C24H45NO3P2Re | wB97M-V/def2-TZVPD

Atoms and positions in Å:
Re -1.20 0.31 -1.60
C -2.27 1.63 0.16
C -3.12 0.83 -0.73
C -2.15 -0.57 0.88
C -1.81 0.76 1.21
C -2.95 -0.56 -0.32
C -2.13 3.11 0.15
H -2.41 3.52 -0.82
H -1.09 3.41 0.36
H -2.78 3.57 0.92
C -1.25 1.22 2.50
H -0.83 2.23 2.42
H -0.47 0.55 2.87
H -2.04 1.26 3.28
C -1.92 -1.77 1.73
H -2.86 -2.07 2.21
H -1.19 -1.59 2.53
H -1.56 -2.61 1.13
C -3.73 -1.71 -0.83
H -4.62 -1.38 -1.37
H -4.05 -2.34 0.01
H -3.16 -2.35 -1.51
C -4.18 1.38 -1.62
H -5.02 1.77 -1.03
H -4.56 0.60 -2.29
H -3.78 2.19 -2.22
C 0.70 0.81 -1.77
C -0.20 1.79 -2.42
C -0.22 1.83 -3.94
C -1.07 0.68 -4.52
C -1.69 -0.18 -3.41
C -0.86 -1.23 -2.76
C 0.60 -1.35 -3.14
C 1.47 -0.18 -2.62
H 0.80 1.83 -4.34
H -0.48 0.07 -5.21
H -0.68 2.78 -4.26
H 1.95 0.33 -3.47
H 1.23 1.17 -0.89
H -0.21 2.77 -1.95
H 2.28 -0.58 -2.00
H 0.99 -2.28 -2.71
H -1.37 -2.18 -2.60
H 0.69 -1.45 -4.23
H -1.89 1.11 -5.10
H -2.71 -0.48 -3.63
P 2.48 2.05 1.80
C 1.97 2.84 3.34
H 2.66 3.66 3.58
H 1.99 2.09 4.14
H 0.96 3.24 3.23
C 4.11 1.35 2.16
H 4.84 2.16 2.32
H 4.43 0.72 1.32
H 4.02 0.75 3.07
C 2.68 3.39 0.60
H 2.78 2.96 -0.40
H 3.56 4.00 0.84
H 1.78 4.03 0.64
P 1.53 -2.95 1.05
C 0.59 -4.49 0.65
H 1.27 -5.33 0.47
H -0.03 -4.32 -0.24
H -0.07 -4.72 1.50
C 3.10 -3.25 0.13
H 2.90 -3.44 -0.93
H 3.65 -4.10 0.56
H 3.70 -2.34 0.22
C 2.09 -3.43 2.73
H 2.85 -4.21 2.67
H 1.21 -3.76 3.30
H 2.48 -2.52 3.21
O 1.76 -0.03 4.82
N 0.68 -0.42 4.35
O 0.25 -1.58 4.50
O 1.53 1.01 1.29

As for the expectation value of S²: 3.792. For the HOMO-LUMO gap (spin up / spin down), the calculation gives 4.46 / 3.45 eV. As for the spin multiplicity: 4. Its HOMO energy (spin up / spin down) is -0.484 / -0.481 Ha. The total charge is +2.


Stability comparison, relative energies in hartree: model i 0.0000; model ii 0.1364


Model i:
CH7N2S | wB97M-V/def2-TZVPD

Atoms and positions in Å:
S -1.65 -1.67 -1.84
H -2.02 -0.87 -2.90
N 1.01 -0.47 -0.41
C 0.17 0.24 0.59
N 0.70 1.24 1.49
H 0.42 -0.90 -1.14
H 1.34 -1.30 0.08
H -0.33 -0.58 1.12
H -0.58 0.71 -0.04
H -0.09 1.52 2.06
H 1.02 2.07 1.00

For the HOMO-LUMO gap, the calculation gives 6.92 eV. Its HOMO energy is -0.103 Ha. The total charge is -1.


Model ii:
CH7N2S | wB97M-V/def2-TZVPD

Atoms and positions in Å:
S -2.83 -0.94 -0.22
H -3.01 -2.27 -0.31
N 0.67 -0.68 -0.88
C 1.03 0.56 -0.13
N 0.47 0.89 1.23
H -0.42 -0.74 -0.97
H 0.90 -1.49 -0.38
H 0.99 1.43 -0.85
H 2.11 0.61 0.03
H -0.48 0.65 1.12
H 0.57 1.97 1.36

For the HOMO-LUMO gap, the calculation gives 6.99 eV. Its HOMO energy is -0.106 Ha. The total charge is -1.


Stability comparison, relative energies in hartree: model i 0.0000; model ii 0.0044


Model i:
C7H15NSi | wB97M-V/def2-TZVPD

Atoms and positions in Å:
C -0.53 1.52 -1.25
C 0.91 -2.03 -1.38
C 1.49 2.23 0.99
C -2.96 0.35 0.91
C 0.89 -0.49 -1.55
C 0.62 1.04 1.01
C -0.19 0.23 -0.75
N -0.74 2.61 -1.54
Si -1.59 -0.77 -0.04
H -0.14 -2.36 -1.58
H 1.14 -2.25 -0.30
H 1.64 -2.33 -2.13
H 2.43 2.00 0.64
H 1.16 2.95 0.34
H 1.66 2.55 2.12
H -2.82 1.40 0.93
H -3.83 0.24 0.42
H -3.12 0.11 1.90
H 0.65 -0.36 -2.53
H 1.90 -0.09 -1.33
H 1.26 0.13 1.22
H -0.37 1.11 1.55
H -2.31 -1.20 -1.25
H -1.05 -1.97 0.56

As for the expectation value of S²: 2.015. For the HOMO-LUMO gap (spin up / spin down), the calculation gives 6.40 / 8.59 eV. As for the spin multiplicity: 3. Its HOMO energy (spin up / spin down) is -0.206 / -0.401 Ha. The total charge is 0.


Model ii:
C7H15NSi | wB97M-V/def2-TZVPD

Atoms and positions in Å:
C 3.19 0.16 0.39
C -2.65 1.16 0.86
C 0.36 -2.39 0.37
C 1.54 0.69 -1.79
C -1.29 1.19 0.31
C -0.56 -1.30 -0.15
C -0.26 0.08 0.58
N 4.25 -0.29 0.51
Si 1.49 0.84 0.08
H -2.83 0.05 0.99
H -3.40 1.74 0.21
H -2.85 1.64 1.89
H -0.03 -3.44 0.28
H 1.46 -2.47 -0.02
H 0.51 -2.28 1.43
H 1.14 -0.31 -2.05
H 0.82 1.44 -2.18
H 2.53 0.88 -2.38
H -1.03 2.14 0.40
H -1.40 1.07 -0.80
H -0.60 -1.23 -1.31
H -1.58 -1.53 0.12
H -0.16 -0.05 1.68
H 1.33 2.19 0.57

As for the expectation value of S²: 2.010. For the HOMO-LUMO gap (spin up / spin down), the calculation gives 4.68 / 5.75 eV. As for the spin multiplicity: 3. Its HOMO energy (spin up / spin down) is -0.152 / -0.383 Ha. The total charge is 0.


Stability comparison, relative energies in hartree: model i 0.0000; model ii 0.0224


Model i:
C2H2ClN3 | wB97M-V/def2-TZVPD

Atoms and positions in Å:
C -0.39 2.40 -0.01
C -0.95 1.09 -0.03
N 0.02 3.49 0.01
N -2.27 1.08 0.05
N -0.04 0.05 0.05
Cl -2.98 -0.45 -0.02
H 0.88 0.25 0.47
H -0.53 -0.74 0.45

For the HOMO-LUMO gap, the calculation gives 9.99 eV. Its HOMO energy is -0.370 Ha. Its SMILES is N#C/C(N)=N/Cl. The total charge is 0.


Model ii:
C2H2ClN3 | wB97M-V/def2-TZVPD

Atoms and positions in Å:
C -1.23 1.95 -0.07
C 1.24 0.66 -0.43
N 2.08 1.33 -0.93
N -0.60 2.77 -0.54
N 0.58 -0.08 0.41
Cl 0.25 4.15 -0.89
H -0.53 -0.10 0.41
H 0.83 0.03 1.42

For the HOMO-LUMO gap, the calculation gives 9.91 eV. Its HOMO energy is -0.366 Ha. The total charge is 0.


Stability comparison, relative energies in hartree: model i 0.0000; model ii 0.0815